<P>
Below is C8H18 in the gas phase, with properties calculated with wB97M-V/def2-TZVPD.

Structure (SMILES): CCC(C)(C)C(C)C
HOMO-LUMO gap (eV): 11.1
LUMO (eV): 0.944
2S+1: 1
Highest occupied orbital energy (eV): -10.20

Positions of all 26 atoms, in Å:
C  -0.253  -1.244  2.472
C  0.464  -0.312  1.400
C  -0.320  -0.160  0.106
C  -0.295  -1.454  -0.704
C  -1.767  0.243  0.389
C  0.405  1.054  -0.706
C  1.931  0.979  -0.751
C  -0.108  1.178  -2.140
H  0.408  -1.338  3.332
H  -0.430  -2.238  2.070
H  -1.192  -0.821  2.818
H  0.609  0.664  1.867
H  1.434  -0.763  1.195
H  -0.893  -1.353  -1.607
H  0.720  -1.724  -0.984
H  -0.718  -2.271  -0.124
H  -1.805  1.091  1.071
H  -2.280  0.519  -0.528
H  -2.314  -0.584  0.834
H  0.130  1.968  -0.166
H  2.263  0.032  -1.173
H  2.375  1.099  0.233
H  2.321  1.781  -1.378
H  -1.193  1.204  -2.188
H  0.246  0.349  -2.749
H  0.263  2.100  -2.587

Atomic partial charges in e from the Mulliken method, atoms 1 to 8:
1. C -1.336
2. C -0.969
3. C 1.930
4. C -1.924
5. C -2.052
6. C 0.497
7. C -1.542
8. C -1.613

<Q>
Below is 2 unconnected molecules or ions with the total composition C8H18, with properties calculated with wB97M-V/def2-TZVPD.

Structure (SMILES): C=C(C)C.CCCC
HOMO-LUMO gap (eV): 9.7
LUMO (eV): 0.990
2S+1: 1
Highest occupied orbital energy (eV): -8.69

Positions of all 26 atoms, in Å:
C  -0.062  0.755  -0.945
C  -0.663  1.638  -1.781
C  -0.417  1.593  -3.252
C  -1.643  2.602  -1.191
H  0.155  1.110  0.047
H  0.239  -0.251  -1.255
H  -1.364  1.534  -3.767
H  0.201  0.758  -3.519
H  0.110  2.515  -3.618
H  -1.717  2.494  -0.100
H  -2.665  2.427  -1.554
H  -1.411  3.631  -1.512
C  -0.016  -2.668  0.131
C  0.938  -1.751  0.937
C  0.440  -1.380  2.353
C  1.259  -0.226  3.020
H  -0.098  -3.668  0.612
H  0.282  -2.879  -0.860
H  -1.009  -2.190  0.078
H  1.112  -0.805  0.472
H  1.931  -2.253  0.985
H  0.539  -2.290  2.997
H  -0.620  -1.012  2.268
H  2.354  -0.376  2.963
H  1.032  -0.003  4.066
H  1.093  0.695  2.424

Atomic partial charges in e from the Mulliken method, atoms 1 to 8:
1. C -0.831
2. C 1.043
3. C -1.203
4. C -1.166
5. H 0.177
6. H 0.049
7. H 0.325
8. H 0.353

Least stable = <Q>

<P>
Below is a molecular structure, CH6NO2, with properties calculated with wB97M-V/def2-TZVPD.

HOMO-LUMO gap (eV): 12.5
LUMO (eV): -3.934
Charge: +1
2S+1: 1
Highest occupied orbital energy (eV): -16.39

Positions of all 10 atoms, in Å:
C  0.325  0.064  -0.320
N  -1.098  0.174  0.226
O  0.826  1.230  -0.078
O  1.110  -0.800  0.432
H  0.131  -0.359  -1.628
H  -1.082  -0.122  1.214
H  -1.595  -0.498  -0.431
H  -1.487  1.102  -0.006
H  1.746  0.954  0.243
H  1.123  -1.745  0.348

Atomic partial charges in e from the Mulliken method, atoms 1 to 8:
1. C 0.257
2. N -0.357
3. O -0.486
4. O -0.555
5. H 0.335
6. H 0.327
7. H 0.413
8. H 0.346

<Q>
Below is a gas-phase ion, CH6NO2 (charge +1), with properties calculated with wB97M-V/def2-TZVPD.

Structure (SMILES): [NH3+]C(O)O
HOMO-LUMO gap (eV): 13.0
LUMO (eV): -3.756
Charge: +1
2S+1: 1
Highest occupied orbital energy (eV): -16.76

Positions of all 10 atoms, in Å:
N  -0.284  -1.027  0.472
C  -0.049  0.498  -0.443
O  0.218  1.367  0.448
O  0.907  0.334  -1.300
H  -0.322  -1.074  1.535
H  0.484  -1.586  0.207
H  -1.099  -1.612  0.097
H  -1.078  0.600  -0.871
H  -0.592  1.696  0.999
H  1.814  0.804  -1.146

Atomic partial charges in e from the Mulliken method, atoms 1 to 8:
1. N -0.577
2. C 0.328
3. O -0.475
4. O -0.460
5. H 0.360
6. H 0.321
7. H 0.373
8. H 0.311

Least stable = <P>

<P>
Below is 2 unconnected molecules or ions with the total composition CH6NO2, with properties calculated with wB97M-V/def2-TZVPD.

HOMO-LUMO gap (eV): 11.0
LUMO (eV): -4.054
Charge: +1
2S+1: 1
Highest occupied orbital energy (eV): -15.03

Positions of all 10 atoms, in Å:
N  -0.361  2.035  0.181
H  -0.027  1.719  1.093
H  0.447  2.286  -0.401
H  -0.955  2.844  0.381
H  -0.854  1.282  -0.296
O  0.290  -0.712  -0.222
C  0.629  -1.863  -0.385
O  -0.040  -2.933  -0.042
H  1.588  -2.022  -0.886
H  -0.718  -2.637  0.577

Atomic partial charges in e from the Mulliken method, atoms 1 to 8:
1. N -0.499
2. H 0.375
3. H 0.381
4. H 0.374
5. H 0.375
6. O -0.532
7. C 0.218
8. O -0.356

<Q>
Below is 2 unconnected molecules or ions with the total composition CH6NO2, with properties calculated with wB97M-V/def2-TZVPD.

HOMO-LUMO gap (eV): 11.5
LUMO (eV): -4.527
Charge: +1
2S+1: 1
Highest occupied orbital energy (eV): -16.03

Positions of all 10 atoms, in Å:
O  -1.563  -1.274  -0.905
H  -2.016  -0.933  -1.685
H  -2.173  -1.140  -0.171
H  0.457  2.232  -0.416
C  0.991  0.686  0.538
N  0.847  -0.587  0.654
O  0.115  1.377  -0.114
H  1.778  1.208  1.088
H  0.120  -1.039  0.080
H  1.644  -1.105  1.014

Atomic partial charges in e from the Mulliken method, atoms 1 to 8:
1. O -0.688
2. H 0.333
3. H 0.345
4. H 0.400
5. C 0.194
6. N -0.145
7. O -0.364
8. H 0.354

Least stable = <Q>

<P>
Below is C3H6N2O2S in the gas phase, with properties calculated with wB97M-V/def2-TZVPD.

Structure (SMILES): NCC(=S)O/C=N/O
HOMO-LUMO gap (eV): 9.1
LUMO (eV): 0.218
2S+1: 1
Highest occupied orbital energy (eV): -8.92

Positions of all 14 atoms, in Å:
N  -1.276  -0.991  1.280
C  0.064  -1.245  0.832
C  0.811  0.091  0.632
S  2.302  0.391  1.179
O  0.109  1.075  -0.044
C  -0.973  0.815  -0.817
N  -0.843  0.022  -1.790
O  -2.041  -0.088  -2.483
H  -1.861  -1.826  1.110
H  -1.306  -0.836  2.272
H  0.711  -1.784  1.542
H  0.097  -1.704  -0.160
H  -1.803  1.390  -0.450
H  -1.800  -0.572  -3.286

Atomic partial charges in e from the Mulliken method, atoms 1 to 8:
1. N -0.491
2. C -0.567
3. C 0.315
4. S -0.280
5. O -0.340
6. C 0.160
7. N -0.333
8. O -0.412

<Q>
Below is C3H6N2O2S in the gas phase, with properties calculated with wB97M-V/def2-TZVPD.

HOMO-LUMO gap (eV): 10.5
LUMO (eV): 0.661
2S+1: 1
Highest occupied orbital energy (eV): -9.82

Positions of all 14 atoms, in Å:
C  0.836  1.344  -0.531
C  0.927  0.091  -1.348
C  -0.437  -0.381  -0.931
N  -0.390  0.930  0.055
N  -0.872  0.904  2.601
O  1.558  2.287  -0.509
O  -2.662  0.588  0.971
S  -1.600  1.550  1.158
H  1.211  0.192  -2.457
H  1.702  -0.576  -0.911
H  -1.338  -0.196  -1.542
H  -0.579  -1.201  -0.273
H  -0.826  -0.092  2.437
H  0.149  1.285  2.566

Atomic partial charges in e from the Mulliken method, atoms 1 to 8:
1. C 0.331
2. C -0.378
3. C -0.350
4. N -0.048
5. N -0.631
6. O -0.581
7. O -0.542
8. S 0.582

<R>
Below is C3H6N2O2S in the gas phase, with properties calculated with wB97M-V/def2-TZVPD.

Structure (SMILES): CN(O)C(=S)/C=N/O
HOMO-LUMO gap (eV): 9.0
LUMO (eV): 0.318
2S+1: 1
Highest occupied orbital energy (eV): -8.70

Positions of all 14 atoms, in Å:
C  -1.004  -0.944  -1.117
N  -1.167  -0.119  0.232
O  -2.509  0.252  0.412
C  -0.249  0.471  0.967
S  -0.687  1.215  2.270
C  1.215  0.293  0.754
N  1.560  0.580  -0.500
O  2.938  0.537  -0.465
H  -0.155  -1.621  -0.969
H  -1.937  -1.558  -1.056
H  -0.973  -0.193  -2.025
H  -2.384  0.619  1.386
H  1.922  -0.095  1.539
H  3.431  0.563  -1.428

Atomic partial charges in e from the Mulliken method, atoms 1 to 8:
1. C -0.804
2. N 0.151
3. O -0.424
4. C 0.741
5. S -0.589
6. C -0.332
7. N -0.219
8. O -0.422

<S>
Below is a molecular structure, C3H6N2O2S, with properties calculated with wB97M-V/def2-TZVPD.

HOMO-LUMO gap (eV): 10.2
LUMO (eV): 0.241
2S+1: 1
Highest occupied orbital energy (eV): -9.95

Positions of all 14 atoms, in Å:
C  2.715  -0.408  0.103
C  0.489  0.874  -0.124
C  -1.935  -0.081  0.026
H  2.943  0.398  -0.503
H  3.059  -0.117  1.098
H  3.645  -1.133  -0.255
H  -1.299  1.877  -0.536
H  -0.288  -1.373  0.336
H  -2.342  -1.965  0.805
N  -0.830  0.932  -0.371
N  -1.533  -1.247  0.403
O  1.324  1.693  0.464
O  -3.091  0.290  -0.057
S  1.084  -0.854  -0.278

Atomic partial charges in e from the Mulliken method, atoms 1 to 8:
1. C -0.785
2. C 0.542
3. C 0.478
4. H 0.342
5. H 0.330
6. H 0.263
7. H 0.301
8. H 0.343

Least stable = <R>